Entry 1:
DFT (wB97M-V/def2-TZVPD) results for a 3-piece molecular cluster, C4H16N2O2 overall at a distorted geometry.

Relative energy (zero: lowest compared OMol25 entry of this formula, charge and spin): 89.9 kJ/mol
Frontier orbital gap: 0.349 hartree
HOMO: -8.86 eV

Geometry (Å):
C 0.927 1.370 -0.089
H 0.903 1.516 -2.272
O -1.820 -1.512 -1.674
H -0.427 0.718 -1.619
H -0.511 -1.797 2.244
H 0.523 0.619 1.887
H -1.697 -2.031 -0.870
H 1.212 2.350 0.294
O 2.801 -1.768 1.515
C 0.197 1.598 -1.438
H -0.158 3.612 -1.161
H -2.585 -1.930 -2.086
H -1.577 2.684 -1.226
C 0.107 0.543 0.877
H -1.844 -1.354 1.237
H -0.927 0.920 0.877
H 2.408 -1.035 1.029
H 2.208 -1.853 2.269
N -0.616 2.786 -1.501
H 1.884 0.887 -0.325
H 0.262 -1.050 -0.457
C -0.809 -1.711 1.202
N 0.159 -0.870 0.530
H -0.621 -2.690 0.757

Cartesian forces, eV/Å:
C 0.333 0.150 -1.093
H 0.143 0.596 0.104
O -0.214 -0.266 0.009
H -0.323 0.155 0.053
H 0.016 -0.112 0.310
H -0.228 0.240 0.114
H -0.007 0.126 -0.044
H -0.166 0.013 0.336
O 0.304 0.040 0.280
C 0.014 -0.881 0.277
H -0.191 0.151 0.206
H 0.070 0.131 -0.140
H 0.111 0.099 0.256
C 0.223 -0.192 0.037
H -0.135 -0.116 -0.535
H -0.012 0.060 0.150
H -0.217 -0.152 -0.163
H 0.046 -0.103 -0.042
N 0.105 -0.195 -0.714
H -0.075 -0.226 0.285
H -0.360 0.124 -0.038
C 1.273 -0.061 0.030
N 0.074 0.668 0.103
H -0.784 -0.249 0.219

***

Entry 2:
DFT (wB97M-V/def2-TZVPD) results for a 2-piece molecular cluster, C6H12 overall.

Relative energy (zero: lowest compared OMol25 entry of this formula, charge and spin): 534.3 kJ/mol
Frontier orbital gap: 0.320 hartree
HOMO: -9.04 eV

Geometry (Å):
H -0.626 0.715 1.933
H -1.681 -0.699 -0.593
H -0.257 1.296 0.337
H 0.032 1.405 -1.709
H -1.055 2.600 -1.081
C 2.142 -0.232 -0.339
H -0.118 -2.556 0.157
C -1.037 0.717 0.915
H 0.816 -1.131 -1.684
H -1.935 -1.228 1.062
C -1.224 -0.708 0.405
H 0.548 -1.466 1.374
C 0.094 -1.501 0.375
C 1.065 -0.954 -0.635
C 0.006 2.272 -1.014
H -1.966 1.292 0.912
H 2.411 -0.010 0.692
H 2.784 0.187 -1.108

Cartesian forces, eV/Å:
H -0.045 0.076 -0.185
H 0.107 0.019 0.127
H 0.019 -0.054 -0.003
H -0.015 0.106 0.156
H 0.154 -0.015 0.015
C -0.157 -0.156 -0.040
H 0.012 0.187 0.015
C -0.057 -0.006 -0.051
H 0.050 0.006 0.140
H 0.117 0.118 -0.091
C -0.033 0.004 -0.057
H -0.035 -0.009 -0.133
C 0.030 -0.019 0.061
C 0.206 0.129 0.043
C -0.343 -0.138 0.050
H 0.149 -0.095 -0.008
H -0.050 -0.070 -0.119
H -0.108 -0.084 0.080

***

Entry 3:
DFT (wB97M-V/def2-TZVPD) results for C21H16BBrClF4N2RhS as an isolated structure.

Frontier orbital gap (alpha / beta): 0.207 / 0.245 hartree
HOMO (alpha / beta): -5.70 / -9.06 eV
Spin multiplicity: 5
⟨S²⟩: 6.103

Geometry (Å):
H 1.027 2.522 1.541
H 3.189 -2.171 3.443
C 0.198 1.923 -0.792
Rh 0.423 0.188 0.081
C -2.191 1.717 -0.039
C -0.161 -2.110 -1.709
H 5.278 0.489 0.803
C -0.548 -0.161 -2.853
C -2.668 -0.209 1.196
Br -1.569 -3.217 -5.429
H -2.301 -1.140 1.613
C -1.193 2.413 -0.709
C -3.544 2.143 0.073
C 3.256 1.015 1.242
B -0.001 -3.112 1.663
H -0.524 0.920 -2.860
H 0.696 4.704 -2.615
C -0.972 -0.846 -3.971
C 0.311 3.899 -2.012
H 0.171 -2.601 -0.804
C 0.989 2.793 -1.521
C 0.886 1.486 1.821
F 0.482 -3.215 2.951
C 3.198 -1.276 2.836
H -1.286 -0.310 -4.854
C 4.337 -0.938 2.108
C 2.081 -0.483 2.758
C -0.987 -2.232 -3.933
C -0.570 -2.876 -2.781
N -0.146 -0.768 -1.729
F 0.604 -3.994 0.781
C -4.005 0.161 1.335
S -1.400 3.914 -1.568
F 0.361 -1.742 1.175
C -4.436 1.366 0.757
H -4.689 -0.477 1.875
H -5.470 1.674 0.851
C 2.051 0.671 1.926
H 0.089 1.315 2.537
H 3.280 1.922 0.650
F -1.389 -3.174 1.602
H 2.044 2.637 -1.709
H -3.834 3.080 -0.387
C 4.370 0.224 1.327
N -1.793 0.530 0.544
H -0.567 -3.954 -2.708
H 1.198 -0.753 3.319
Cl 5.724 -1.949 2.174

Cartesian forces, eV/Å:
H -0.069 -0.042 -0.164
H -0.006 0.012 -0.006
C 0.956 -0.141 -0.134
Rh 0.275 0.356 0.119
C 0.110 0.066 -0.046
C 0.066 -0.063 0.084
H -0.005 -0.018 0.003
C 0.028 0.153 0.095
C 0.044 -0.020 -0.032
Br 0.033 0.048 0.076
H 0.024 0.017 -0.015
C -0.621 -0.009 0.172
C 0.093 0.132 -0.099
C 0.015 0.012 -0.039
B -0.058 0.179 -0.006
H 0.019 0.010 0.051
H 0.033 -0.018 0.016
C -0.065 -0.184 -0.182
C -0.123 0.369 -0.197
H -0.014 0.073 -0.045
C -0.152 -0.483 0.356
C -0.019 0.040 0.302
F -0.020 0.015 -0.075
C 0.104 -0.095 0.026
H 0.002 0.040 0.031
C -0.276 0.139 0.021
C -0.036 0.032 -0.038
C 0.050 0.091 0.142
C -0.091 -0.065 -0.252
N -0.226 -0.361 -0.105
F -0.047 -0.017 0.029
C -0.175 0.173 -0.061
S -0.093 0.136 -0.048
F -0.015 -0.210 0.040
C -0.006 -0.162 0.088
H 0.024 -0.014 0.007
H 0.003 0.008 0.001
C -0.168 0.025 -0.089
H -0.006 -0.033 -0.030
H -0.037 -0.022 -0.028
F 0.117 -0.052 0.005
H -0.010 -0.009 -0.007
H -0.070 -0.026 0.028
C 0.083 0.033 -0.042
N 0.191 -0.033 0.027
H 0.025 0.010 0.045
H -0.010 -0.023 -0.036
Cl 0.125 -0.069 0.013

***

Entry 4:
DFT (wB97M-V/def2-TZVPD) results for an isolated molecule of C2H6N2OS at a distorted geometry.

Relative energy (zero: lowest compared OMol25 entry of this formula, charge and spin): 259.2 kJ/mol
Frontier orbital gap: 0.376 hartree
HOMO: -9.51 eV

Geometry (Å):
S -2.138 -0.342 -0.074
H -1.912 0.367 -1.173
N 0.147 1.746 -0.092
C 0.499 0.567 0.213
H -0.023 -1.515 -0.175
H 2.698 -1.426 0.239
H 2.291 0.987 -0.232
H -0.541 -0.979 1.449
C -0.397 -0.615 0.349
O 2.228 -0.942 -0.432
N 1.873 0.263 0.284
H -0.876 1.805 -0.186

Cartesian forces, eV/Å:
S 0.005 0.035 0.126
H -0.060 0.017 -0.451
N -0.012 -0.177 0.014
C -0.472 -0.378 -1.001
H -0.022 0.783 0.121
H 0.342 -0.420 0.336
H 1.100 1.161 -0.563
H 0.770 0.804 -1.648
C -1.212 -1.938 1.960
O -0.626 0.848 0.198
N -0.354 -0.827 0.399
H 0.539 0.094 0.510

***

Entry 5:
DFT (wB97M-V/def2-TZVPD) results for an isolated molecule of C4H4S4 at a distorted geometry.

Relative energy (zero: lowest compared OMol25 entry of this formula, charge and spin): 0.0 kJ/mol
Frontier orbital gap: 0.279 hartree
HOMO: -7.97 eV

Geometry (Å):
C -0.224 -0.267 0.831
S 0.366 -1.473 -0.367
H 2.183 -0.797 -1.885
H -0.606 -0.797 1.720
H 2.901 1.235 -0.185
S -1.336 1.595 -0.888
C -1.416 0.351 0.096
C 1.704 -0.561 -0.865
S 1.001 0.860 1.319
C 2.085 0.480 -0.087
S -2.849 -0.589 0.532
H -3.809 -0.037 -0.220

Cartesian forces, eV/Å:
C -1.962 -0.655 0.068
S -0.489 -1.445 0.129
H -0.674 0.264 1.943
H 0.232 0.038 -0.320
H -0.710 -1.069 -0.362
S -0.035 0.699 -0.524
C -0.769 -0.405 0.690
C 2.369 1.845 -1.202
S 1.987 0.246 -0.486
C -0.385 0.409 0.064
S 0.173 -0.200 0.227
H 0.262 0.274 -0.226

***

Entry 6:
DFT (wB97M-V/def2-TZVPD) results for C55H46AsHgN6O2S as an isolated structure at a distorted geometry.

Relative energy (zero: lowest compared OMol25 entry of this formula, charge and spin): 683.5 kJ/mol
Frontier orbital gap (alpha / beta): 0.136 / 0.193 hartree
HOMO (alpha / beta): 0.13 / -1.42 eV
Spin multiplicity: 2
⟨S²⟩: 0.812
Net charge: -2

Geometry (Å):
H -19.290 9.969 -16.839
C -16.144 15.779 -7.950
H -11.104 10.177 -5.472
H -20.862 17.887 -12.365
C -12.563 6.303 -14.036
C -16.765 14.992 -10.510
H -12.909 9.022 -5.412
H -21.393 8.996 -12.047
H -18.571 17.327 -15.991
H -16.508 6.831 -7.590
H -9.463 11.864 -6.508
H -15.386 12.668 -13.831
C -14.105 8.085 -13.370
H -18.796 7.249 -16.871
H -20.216 18.395 -14.727
H -17.851 15.850 -6.971
H -12.813 13.638 -5.512
H -19.385 12.868 -11.298
C -15.353 15.047 -9.980
C -14.981 16.028 -13.515
C -12.677 9.075 -6.378
C -15.785 7.620 -7.776
H -14.145 10.338 -17.113
C -15.150 15.568 -8.779
C -20.078 10.895 -11.923
As -17.059 14.200 -12.286
C -18.461 8.110 -15.926
H -12.879 6.985 -11.911
H -12.714 14.629 -7.014
C -19.371 16.149 -12.361
C -13.981 8.641 -14.754
C -17.481 15.540 -8.173
O -14.609 8.782 -12.412
H -15.430 9.079 -17.141
H -17.611 15.279 -14.976
H -14.109 15.857 -8.443
C -13.283 15.206 -14.900
C -13.497 7.821 -15.746
S -13.566 11.640 -11.320
H -11.512 13.073 -7.367
H -16.748 8.837 -9.374
C -17.642 8.213 -13.568
C -13.798 16.289 -14.296
C -13.752 14.001 -14.753
C -13.617 8.686 -7.366
C -13.217 7.010 -13.024
C -19.061 9.942 -14.639
H -17.586 6.453 -14.689
H -14.761 12.884 -6.038
C -9.674 11.239 -7.511
H -19.718 16.157 -11.481
C -17.752 7.526 -14.811
H -23.081 12.412 -10.184
C -15.146 9.960 -16.663
H -15.823 10.558 -16.748
C -13.504 13.012 -7.534
H -12.728 9.483 -9.324
H -12.262 6.170 -16.352
H -13.245 13.199 -15.018
N -17.851 10.531 -11.481
H -14.618 7.751 -6.098
C -22.547 11.952 -10.953
C -14.741 7.778 -6.977
C -20.095 17.150 -13.001
H -16.629 11.858 -7.418
Hg -15.804 10.749 -11.682
N -14.828 8.812 -9.602
C -18.867 16.912 -15.034
H -9.878 9.679 -11.002
H -13.353 7.858 -16.865
H -21.167 13.601 -10.439
H -15.772 16.411 -6.910
C -14.887 9.797 -15.108
C -14.092 12.229 -9.531
C -12.852 6.614 -15.472
H -12.289 15.616 -15.131
N -8.801 10.839 -9.561
C -13.699 9.170 -8.906
C -12.322 13.437 -6.697
H -17.280 7.723 -12.585
C -14.895 13.707 -13.949
C -21.340 10.003 -11.959
C -20.125 12.122 -11.330
H -13.402 17.565 -14.138
C -14.772 12.700 -6.977
C -18.647 10.167 -12.282
N -15.307 11.805 -9.113
C -15.435 14.740 -13.366
C -18.423 9.350 -13.442
H -7.539 11.896 -8.402
H -23.030 9.944 -10.889
C -18.196 15.456 -13.091
C -15.594 12.166 -7.887
O -15.360 10.618 -14.419
H -19.604 10.920 -14.764
C -8.552 11.457 -8.410
H -11.872 5.608 -13.853
H -15.405 16.859 -13.124
C -22.375 10.606 -11.261
C -21.330 12.779 -10.996
C -15.779 8.402 -9.053
C -18.161 15.944 -14.489
C -10.664 10.345 -7.639
N -13.204 12.809 -8.774
H -14.548 14.875 -10.779
H -18.864 14.924 -9.571
C -11.330 9.659 -6.578
C -19.847 17.636 -14.281
C -9.908 10.236 -9.847
C -17.794 15.157 -9.610
N -10.698 9.792 -8.726
C -19.061 9.381 -15.843

Cartesian forces, eV/Å:
H -0.169 -1.363 2.268
C -1.594 3.281 5.776
H 0.061 -1.216 -2.701
H 1.866 -2.490 -1.367
C -3.894 3.485 -2.299
C 1.948 -0.625 1.283
H -1.065 -0.803 3.873
H 0.497 -2.873 -0.831
H -0.273 -0.429 -0.319
H -0.589 0.539 0.117
H -1.050 -1.605 -1.823
H 1.531 1.702 -0.434
C 1.291 3.266 0.755
H 1.401 3.018 2.723
H -3.047 5.259 -2.432
H -0.965 -1.326 -4.332
H 2.796 -1.596 -3.056
H 2.048 -0.266 0.102
C -2.081 -0.214 -5.536
C 3.282 -0.150 -2.249
C 2.861 1.131 -6.222
C -0.769 0.088 -1.805
H -1.705 -0.532 0.538
C 5.263 0.230 -0.530
C -1.452 -5.430 -1.947
As 1.317 -0.655 -0.069
C 0.027 -4.568 -0.946
H -0.938 -0.337 -2.083
H 2.333 -2.295 0.685
C 4.544 -0.355 -8.348
C -3.218 0.368 1.435
C 1.528 1.028 1.315
O 0.015 -1.820 -1.771
H -0.171 -1.731 -0.720
H 3.010 -1.884 -2.997
H -1.166 -0.628 -0.549
C 4.583 4.510 -0.564
C 1.917 -2.786 -2.010
S -1.384 1.363 2.572
H 0.595 0.515 1.916
H -0.249 -1.219 -0.407
C -1.315 -0.419 1.113
C -4.284 4.587 3.903
C -3.749 -2.087 2.115
C -1.275 0.626 -3.452
C 1.592 -0.846 0.173
C -0.124 1.510 1.876
H 0.475 0.299 -0.937
H -1.432 0.777 6.305
C 7.606 7.254 4.092
H -1.412 -1.433 7.254
C -1.694 0.728 -0.304
H -2.387 -0.180 0.722
C 9.446 -4.941 2.061
H -7.537 7.315 -1.043
C -0.486 -1.509 2.464
H -1.066 -0.117 -0.344
H -0.966 0.202 1.733
H 2.443 -3.540 -1.813
N 4.690 1.921 3.919
H 0.762 -2.606 12.465
C 4.998 1.992 0.300
C 1.816 4.332 -11.050
C -1.749 3.364 0.342
H 1.603 0.372 -1.541
Hg 0.848 -0.466 0.453
N 9.791 6.214 -3.160
C -2.230 3.538 -0.041
H -0.996 1.657 3.738
H -1.065 1.596 1.169
H -0.373 3.286 1.379
H -1.348 -2.145 -2.636
C 2.689 -3.446 -4.008
C -0.498 -2.262 -2.748
C 1.459 -0.048 1.711
H 0.340 -1.889 -1.370
N 2.119 1.116 -3.278
C 1.054 -3.109 3.604
C -5.363 4.941 0.443
H -0.116 0.865 -2.011
C 1.530 -3.404 -2.561
C 2.993 7.124 2.119
C -2.072 1.695 -1.194
H -0.803 -4.454 -1.145
C 4.057 0.618 -6.323
C -4.597 0.888 -0.677
N 0.816 1.134 -1.149
C -3.586 2.138 2.982
C -1.626 1.348 -3.649
H -0.968 0.186 1.036
H -3.015 -2.144 1.096
C -5.816 5.047 -0.150
C -4.470 -1.874 2.222
O -1.703 2.576 2.722
H 0.761 -0.671 1.659
C -4.349 -2.299 0.778
H 2.650 -2.749 0.990
H -1.676 2.114 1.667
C 0.737 1.272 -1.423
C -1.322 -6.517 -1.580
C -9.528 -4.754 5.439
C -0.004 -2.716 5.881
C -0.819 -0.723 5.225
N 1.044 0.164 -1.743
H -1.069 0.117 1.587
H 0.344 0.018 -1.642
C -2.435 2.087 5.327
C 4.216 -6.745 2.080
C -0.492 -3.580 1.604
C -0.839 0.356 4.761
N -0.612 -3.184 -12.639
C 1.452 -1.106 -3.910

***

no.,E (eV)
1,-11482.040
2,-6411.403
3,-132974.345
4,-18032.119
5,-47552.286
6,-146637.799